[1]
C15H20Cl39O3PS | ωB97M-V/def2-TZVPD

Atoms and positions in Å:
C -1.99 1.26 0.10
P -2.68 1.12 1.88
C -4.47 1.88 1.87
O -2.77 -0.53 2.45
S -1.25 -1.11 2.98
O -0.45 -1.37 1.64
O -0.39 0.12 3.86
H -2.81 1.18 -0.74
H -1.13 0.48 -0.11
H -1.54 2.36 0.00
H -5.13 1.47 0.98
H -4.94 1.58 2.93
H -4.36 3.05 1.76
H 0.34 -0.41 4.33
C -1.69 -0.30 -3.75
Cl -3.14 0.10 -2.81
Cl -1.82 0.32 -5.40
Cl -0.24 0.34 -2.95
H -1.60 -1.39 -3.79
C -2.77 -3.30 6.26
Cl -2.10 -1.86 5.48
Cl -1.54 -4.56 6.41
Cl -3.45 -2.90 7.84
H -3.58 -3.69 5.63
C -1.64 5.90 0.26
Cl -2.44 4.46 0.92
Cl -2.75 7.28 0.24
Cl -0.18 6.28 1.19
H -1.34 5.68 -0.77
C -1.72 2.68 -9.07
Cl -1.98 1.52 -7.76
Cl -0.76 4.06 -8.51
Cl -0.94 1.90 -10.45
H -2.70 3.06 -9.40
C 2.93 -0.47 0.95
Cl 2.45 -1.78 2.04
Cl 4.52 -0.80 0.25
Cl 1.72 -0.26 -0.33
H 2.99 0.46 1.52
C 2.32 -4.26 6.16
Cl 1.72 -5.61 5.18
Cl 1.43 -2.77 5.78
Cl 2.18 -4.64 7.89
H 3.37 -4.10 5.93
C -8.28 1.13 -0.52
Cl -8.76 -0.18 0.57
Cl -6.68 0.80 -1.22
Cl -9.48 1.34 -1.80
H -8.22 2.06 0.05
C 5.63 0.36 -3.11
Cl 6.97 -0.13 -4.16
Cl 5.88 2.01 -2.52
Cl 4.09 0.25 -3.98
H 5.60 -0.31 -2.26
C 1.64 7.19 -9.58
Cl 1.28 6.83 -7.88
Cl 3.16 6.41 -10.06
Cl 0.31 6.66 -10.62
H 1.76 8.27 -9.68
C 0.38 -5.20 1.06
Cl 1.05 -3.76 0.29
Cl 1.62 -6.46 1.21
Cl -0.30 -4.80 2.65
H -0.42 -5.59 0.43
C 6.13 -6.11 8.82
Cl 5.65 -7.42 9.91
Cl 7.72 -6.44 8.12
Cl 4.92 -5.90 7.54
H 6.19 -5.19 9.39
C -2.43 4.53 -4.81
Cl -3.23 3.09 -4.15
Cl -3.54 5.91 -4.83
Cl -0.97 4.91 -3.88
H -2.13 4.31 -5.84
C 6.17 -4.09 2.39
Cl 5.80 -4.45 4.09
Cl 7.68 -4.87 1.90
Cl 4.83 -4.62 1.35
H 6.28 -3.01 2.29

Frontier orbital gap, eV: 8.299
Net charge: 0
Electronic energy, eV: -530515.6409


[2]
C24H32N6O4 | ωB97M-V/def2-TZVPD

Atoms and positions in Å:
C 6.45 1.72 2.04
C 5.83 0.46 2.63
O 4.47 0.30 2.22
C 3.56 1.02 2.92
O 3.83 1.75 3.85
N 2.29 0.79 2.49
C 1.94 0.07 1.29
C 1.40 1.03 0.24
N 0.26 1.76 0.79
C -0.38 2.60 -0.22
C -1.01 1.79 -1.29
N -0.54 1.73 -2.53
C -1.40 0.93 -3.20
C -2.41 0.49 -2.36
C -3.48 -0.34 -2.82
O -4.42 -0.75 -2.16
N -3.33 -0.66 -4.17
C -4.34 -1.50 -4.78
C -2.32 -0.24 -5.03
O -2.31 -0.59 -6.19
N -1.34 0.57 -4.51
C -0.26 1.05 -5.35
N -2.15 1.07 -1.13
C -2.92 0.85 0.06
C -2.25 -0.17 0.99
C -2.15 -1.55 0.34
C -1.43 -2.51 1.26
C -0.12 -2.88 1.00
C 0.56 -3.72 1.87
C -0.07 -4.20 3.01
C -1.38 -3.83 3.27
C -2.05 -3.00 2.40
C 0.66 2.52 1.96
C 1.20 1.56 3.03
H 7.50 1.77 2.32
H 5.94 2.60 2.42
H 6.37 1.71 0.95
H 6.33 -0.44 2.27
H 5.87 0.50 3.72
H 2.82 -0.45 0.91
H 1.17 -0.67 1.55
H 1.07 0.48 -0.64
H 2.20 1.73 -0.06
H 0.34 3.28 -0.70
H -1.15 3.19 0.28
H -4.83 -0.97 -5.59
H -5.06 -1.76 -4.00
H -3.87 -2.40 -5.18
H -0.24 2.14 -5.32
H -0.45 0.70 -6.36
H 0.69 0.66 -4.98
H -3.90 0.48 -0.25
H -3.04 1.80 0.59
H -2.83 -0.24 1.91
H -1.25 0.19 1.24
H -1.60 -1.48 -0.60
H -3.15 -1.92 0.12
H 0.38 -2.53 0.11
H 1.58 -4.01 1.66
H 0.46 -4.85 3.69
H -1.88 -4.21 4.15
H -3.08 -2.72 2.60
H -0.21 3.05 2.35
H 1.44 3.26 1.71
H 1.56 2.12 3.89
H 0.40 0.88 3.33

Frontier orbital gap, eV: 9.002
Net charge: 0
Electronic energy, eV: -42540.8859
SMILES: CCOC(=O)N1CCN(Cc2nc3c(c(=O)n(C)c(=O)n3C)n2CCCc2ccccc2)CC1


[3]
C3H10OS | ωB97M-V/def2-TZVPD

Atoms and positions in Å:
C 0.67 -1.55 -1.84
C 0.26 -0.77 -0.58
S -0.51 0.83 -0.94
C -0.94 1.32 0.78
H 1.72 -1.78 -1.78
H 0.51 -1.06 -2.79
H 0.13 -2.49 -1.83
H 1.13 -0.57 0.05
H -0.39 -1.35 0.07
H -1.89 0.89 0.95
H -0.19 1.09 1.53
H -1.03 2.41 0.71
H 0.79 -1.31 2.38
H 1.70 -0.68 3.41
O 0.91 -0.47 2.87

Frontier orbital gap (alpha / beta), eV: 2.394 / 8.379
Net charge: -1
⟨S²⟩: 0.75
Electronic energy, eV: -16154.6223
Multiplicity: 2


[4]
C40H100O20 | ωB97M-V/def2-TZVPD

Atoms and positions in Å:
C 6.07 1.48 8.42
O 5.25 0.39 8.27
C 4.27 0.51 7.29
C 3.15 -0.45 7.78
O 2.60 0.03 9.08
C 1.75 -0.89 9.67
H 5.48 2.25 8.92
H 6.46 1.90 7.49
H 6.98 1.19 8.95
H 4.69 0.28 6.31
H 3.80 1.49 7.17
H 3.62 -1.43 7.86
H 2.26 -0.37 7.15
H 1.57 -0.56 10.69
H 2.20 -1.89 9.70
H 0.82 -1.04 9.13
C 6.16 -2.87 -4.56
O 7.13 -3.89 -4.31
C 6.58 -5.11 -3.79
C 7.55 -6.14 -3.21
O 8.57 -5.43 -2.59
C 9.68 -6.22 -2.14
H 5.48 -3.29 -5.31
H 6.70 -2.02 -4.97
H 5.64 -2.62 -3.63
H 6.10 -5.55 -4.67
H 5.86 -4.90 -2.99
H 7.86 -6.71 -4.09
H 6.98 -6.75 -2.51
H 10.35 -6.46 -2.96
H 9.35 -7.09 -1.58
H 10.24 -5.67 -1.38
C -7.64 -5.20 -3.43
O -7.53 -6.56 -2.88
C -8.72 -7.31 -2.55
C -8.55 -8.79 -2.48
O -7.75 -9.19 -1.33
C -6.39 -8.85 -1.39
H -8.40 -4.58 -2.96
H -8.07 -5.24 -4.43
H -6.69 -4.70 -3.57
H -9.38 -7.16 -3.41
H -9.26 -6.96 -1.67
H -8.11 -9.16 -3.40
H -9.54 -9.26 -2.43
H -5.94 -9.02 -2.37
H -5.93 -9.48 -0.63
H -6.31 -7.81 -1.07
C 4.88 -1.95 0.68
O 3.77 -1.13 0.16
C 2.43 -1.18 0.75
C 1.31 -1.31 -0.23
O 0.16 -1.63 0.51
C -1.05 -1.69 -0.26
H 5.72 -1.74 0.02
H 4.54 -2.96 0.43
H 5.18 -1.73 1.70
H 2.17 -0.24 1.24
H 2.48 -1.78 1.65
H 1.62 -2.06 -0.97
H 1.19 -0.33 -0.69
H -1.70 -0.84 -0.04
H -1.66 -2.52 0.09
H -0.87 -1.66 -1.34
C 18.11 -2.27 3.09
O 18.23 -3.69 3.17
C 17.22 -4.37 2.42
C 15.83 -4.45 3.06
O 15.06 -3.25 2.92
C 13.81 -3.39 3.52
H 17.14 -1.83 3.33
H 18.38 -2.05 2.06
H 18.86 -1.79 3.73
H 17.66 -5.35 2.23
H 17.26 -3.99 1.40
H 16.04 -4.50 4.13
H 15.37 -5.30 2.56
H 13.30 -2.46 3.30
H 14.02 -3.43 4.59
H 13.18 -4.27 3.39
C -7.89 8.99 -3.06
O -8.82 8.21 -2.47
C -8.27 6.99 -2.07
C -9.38 6.02 -1.58
O -8.93 5.01 -0.74
C -8.22 3.84 -1.29
H -6.89 9.07 -2.63
H -8.30 9.96 -3.34
H -7.58 8.39 -3.91
H -7.56 7.02 -1.25
H -7.76 6.49 -2.89
H -9.76 5.54 -2.49
H -10.18 6.65 -1.19
H -8.01 3.14 -0.48
H -7.33 4.26 -1.75
H -8.87 3.23 -1.91
C -9.32 -2.34 2.68
O -10.40 -3.20 2.79
C -11.66 -2.57 2.73
C -12.08 -1.85 4.05
O -11.78 -0.47 4.13
C -12.32 0.32 5.09
H -9.46 -1.58 3.45
H -9.30 -1.90 1.68
H -8.46 -2.99 2.78
H -12.51 -3.21 2.51
H -11.74 -1.83 1.94
H -11.58 -2.43 4.83
H -13.10 -2.05 4.37
H -12.17 0.10 6.14
H -13.38 0.58 4.96
H -11.85 1.28 4.90
C -5.96 1.77 -6.97
O -7.16 2.26 -6.47
C -8.06 2.78 -7.46
C -7.38 3.58 -8.59
O -8.33 4.31 -9.38
C -9.15 3.56 -10.20
H -5.38 2.59 -7.39
H -6.18 1.02 -7.73
H -5.34 1.34 -6.18
H -8.85 3.44 -7.09
H -8.57 1.94 -7.94
H -6.63 3.05 -9.19
H -6.74 4.24 -8.01
H -9.58 4.13 -11.03
H -9.97 3.03 -9.71
H -8.47 2.84 -10.66
C -3.59 3.86 3.64
O -2.31 4.40 3.22
C -1.78 4.08 1.96
C -2.57 4.75 0.73
O -1.96 4.24 -0.43
C -2.14 5.11 -1.63
H -3.92 4.57 4.40
H -3.43 2.82 3.94
H -4.21 4.04 2.77
H -1.74 2.99 1.95
H -0.74 4.38 1.86
H -2.47 5.83 0.83
H -3.60 4.41 0.76
H -1.97 4.53 -2.54
H -1.36 5.87 -1.61
H -3.09 5.63 -1.69
C 5.51 4.73 -1.02
O 6.69 5.45 -1.11
C 7.70 5.18 -0.07
C 8.94 6.02 -0.32
O 9.92 5.99 0.69
C 10.66 4.80 0.85
H 4.99 5.08 -0.13
H 5.52 3.64 -0.96
H 4.86 5.12 -1.81
H 8.07 4.16 -0.16
H 7.28 5.53 0.87
H 8.61 7.06 -0.27
H 9.29 5.66 -1.29
H 11.40 5.16 1.57
H 11.28 4.60 -0.02
H 10.17 3.95 1.31

Frontier orbital gap, eV: 9.723
Net charge: 0
Electronic energy, eV: -84032.2264
SMILES: COCCOC.COCCOC.COCCOC.COCCOC.COCCOC.COCCOC.COCCOC.COCCOC.COCCOC.COCCOC


[5]
C11H18 | ωB97M-V/def2-TZVPD

Atoms and positions in Å:
C -2.41 -0.88 1.26
C -1.46 -0.19 0.27
C -0.49 -1.11 -0.40
C 0.67 -1.54 0.24
C 1.54 -2.42 -0.40
C 1.32 -2.82 -1.71
C 0.18 -2.37 -2.37
C -0.71 -1.53 -1.72
H -1.84 -1.26 2.11
H -2.90 -1.77 0.86
H -3.21 -0.20 1.57
H -2.07 0.32 -0.47
H -0.92 0.54 0.86
H 0.96 -1.16 1.21
H 2.47 -2.73 0.05
H 2.01 -3.47 -2.20
H -0.08 -2.77 -3.34
H -1.60 -1.15 -2.20
C 1.39 3.40 2.18
C 0.43 2.89 1.08
C -0.08 4.04 0.20
H 1.16 2.94 3.13
H 1.30 4.48 2.32
H 2.42 3.20 1.90
H 0.97 2.22 0.40
H -0.45 2.49 1.58
H 0.69 4.42 -0.47
H -0.87 3.69 -0.48
H -0.46 4.89 0.76

Frontier orbital gap, eV: 9.922
Net charge: 0
Electronic energy, eV: -11698.7930
SMILES: CCc1ccccc1.CCC


[6]
C27H23AgN3O2S5 | ωB97M-V/def2-TZVPD

Atoms and positions in Å:
Ag 1.80 1.06 0.24
S 3.34 -0.83 -0.04
C 2.41 -1.81 -1.16
C 2.95 -3.07 -1.47
C 2.34 -3.97 -2.32
C 2.96 -5.24 -2.57
N 3.46 -6.26 -2.77
C 1.12 -3.62 -2.91
C 0.56 -2.39 -2.61
C 1.15 -1.47 -1.74
S 0.24 0.00 -1.43
C 0.43 -4.52 -3.80
N -0.13 -5.22 -4.51
H 3.89 -3.34 -1.00
H -0.39 -2.13 -3.06
O 0.88 0.35 2.95
S 0.21 -0.65 3.83
C -1.54 -0.18 3.90
C -2.24 0.07 2.57
C -1.67 1.16 1.67
C -1.46 2.47 2.41
S -0.57 3.76 1.52
O 0.80 3.24 1.21
C -1.53 3.72 0.01
C -2.79 4.30 0.02
C -3.56 4.26 -1.14
C -3.05 3.66 -2.28
C -1.78 3.10 -2.28
C -1.01 3.14 -1.13
C -0.02 -2.18 2.94
C 0.28 -2.27 1.59
C 0.09 -3.48 0.95
C -0.39 -4.58 1.65
C -0.67 -4.49 3.00
C -0.48 -3.28 3.66
H -1.55 0.70 4.54
H -2.04 -0.99 4.45
H -3.28 0.32 2.82
H -2.28 -0.86 2.00
H -2.37 1.31 0.85
H -0.73 0.84 1.23
H -0.83 2.34 3.29
H -2.40 2.93 2.73
H -3.17 4.78 0.92
H -4.55 4.71 -1.15
H -3.66 3.62 -3.18
H -1.39 2.61 -3.16
H -0.02 2.70 -1.11
H 0.66 -1.40 1.07
H 0.32 -3.57 -0.11
H -0.52 -5.53 1.13
H -1.03 -5.35 3.55
H -0.67 -3.20 4.72
S 2.67 4.37 -3.45
C 3.36 2.81 -3.60
C 3.34 2.17 -2.41
N 2.80 2.90 -1.37
C 2.40 4.06 -1.78
H 3.72 2.45 -4.55
H 3.67 1.16 -2.21
H 1.94 4.80 -1.13

Frontier orbital gap, eV: 5.920
Net charge: -1
Electronic energy, eV: -95114.5781


Computed values of energy above the lowest of the compared OMol25 structures with the same formula, charge and spin (unit: eV) for the preceding records, in sequence: 2.9078 1.4154 0.1262 6.7491 0.4870 0.3006.